# 1
{"formula": "C4H16O4", "method": "wB97M-V/def2-TZVPD", "symbols": ["C", "C", "C", "C", "H", "H", "H", "H", "H", "H", "H", "H", "H", "H", "O", "H", "H", "O", "H", "H", "O", "H", "H", "O"], "xyz": [[-1.7973, 0.0811, 0.5634], [-1.1575, -0.8654, 1.5361], [-0.2207, -0.5305, 2.4166], [-1.5428, -2.3192, 1.3198], [-1.7340, 1.1017, 0.9538], [-2.8392, -0.2106, 0.4185], [-1.3883, 0.1636, -0.4480], [0.1917, -1.2237, 3.1409], [0.1394, 0.4829, 2.5309], [-2.4210, -2.4153, 0.6846], [-1.7806, -2.7970, 2.2695], [-0.8154, -2.9451, 0.7996], [-0.7521, -1.5542, -3.8625], [-0.3988, -0.6351, -5.0194], [-0.6144, -0.6336, -4.0889], [1.3051, 3.1500, 1.5368], [1.5156, 1.7167, 1.1997], [0.8134, 2.3713, 1.3223], [1.7597, 2.2476, -2.0183], [1.0060, 0.9816, -2.2488], [1.8463, 1.3989, -2.4386], [3.7402, 0.9391, 0.0031], [2.3463, 0.5667, -0.6749], [2.7984, 0.9284, 0.1038]], "nbo_charge": [-0.6511, 0.0146, -0.4105, -0.6498, 0.2331, 0.2063, 0.2121, 0.1880, 0.2147, 0.2026, 0.2186, 0.2160, 0.4700, 0.4726, -0.9419, 0.4615, 0.4960, -0.9676, 0.4777, 0.4773, -0.9415, 0.4846, 0.5023, -0.9857], "homo_lumo_gap_ev": 9.417, "e_tot_ha": -462.92407, "relative_energy_ev": 1.031, "multiplicity": 1}

***

# 2
{"formula": "C14H23MnN3O5S2", "method": "wB97M-V/def2-TZVPD", "symbols": ["Mn", "O", "N", "C", "C", "C", "C", "C", "S", "H", "H", "H", "H", "C", "O", "C", "C", "O", "C", "H", "H", "H", "H", "H", "H", "H", "H", "H", "H", "C", "O", "C", "O", "H", "H", "H", "S", "C", "N", "C", "C", "N", "H", "H", "H", "H", "H", "H"], "xyz": [[-0.5717, 0.0347, 0.1888], [-1.2461, 1.2468, 1.5771], [-2.0652, 2.2872, 1.3410], [-2.4312, 3.0056, 2.4305], [-3.2597, 4.0776, 2.3005], [-3.7167, 4.4092, 1.0139], [-3.3300, 3.6659, -0.0638], [-2.4707, 2.5522, 0.0804], [-1.9213, 1.5807, -1.2005], [-2.0052, 2.6484, 3.3543], [-3.5421, 4.6419, 3.1758], [-4.3738, 5.2569, 0.8757], [-3.6677, 3.9088, -1.0607], [2.4718, 0.2195, 1.7018], [1.1413, -0.3152, 1.6347], [0.9967, -1.4605, 2.4833], [-0.4356, -1.4901, 2.9234], [-1.2054, -1.5208, 1.7302], [-2.6135, -1.5587, 1.9923], [2.7135, 0.4222, 2.7457], [2.5041, 1.1310, 1.1204], [3.1891, -0.4978, 1.2934], [1.6596, -1.3740, 3.3458], [1.2655, -2.3628, 1.9251], [-0.6850, -0.5883, 3.4905], [-0.6428, -2.3734, 3.5343], [-2.8474, -2.4504, 2.5757], [-3.1226, -1.5951, 1.0355], [-2.9084, -0.6603, 2.5381], [-0.6697, -3.0479, -2.8436], [0.0952, -2.0818, -2.0529], [-0.6053, -1.4167, -1.1780], [-1.7825, -1.5141, -0.9232], [0.0409, -3.4626, -3.5489], [-1.4765, -2.5312, -3.3558], [-1.0640, -3.8166, -2.1847], [1.3509, 1.3085, -1.2239], [2.3936, 0.3216, -2.1085], [2.9730, 0.6900, -3.2563], [3.8472, -0.3332, -3.8185], [3.6927, -1.4926, -2.8052], [2.7940, -0.9189, -1.8107], [2.7955, 1.5935, -3.6577], [4.8758, 0.0194, -3.8792], [3.5151, -0.6171, -4.8159], [4.6451, -1.7670, -2.3540], [3.2557, -2.3793, -3.2647], [2.4442, -1.3957, -1.0015]], "nbo_charge": [1.2659, -0.6935, -0.0100, 0.0356, -0.2567, -0.1465, -0.2238, 0.0398, -0.1771, 0.2371, 0.2425, 0.2360, 0.2445, -0.2443, -0.6047, -0.0822, -0.0820, -0.5838, -0.2537, 0.1899, 0.2298, 0.1734, 0.2051, 0.1860, 0.1999, 0.2005, 0.1907, 0.2231, 0.1893, -0.2655, -0.4987, 0.5632, -0.5718, 0.2067, 0.2114, 0.2051, -0.2218, 0.3341, -0.5741, -0.2225, -0.2207, -0.5766, 0.4336, 0.2137, 0.2140, 0.2132, 0.2073, 0.4183], "homo_lumo_gap_ev": [6.554, 8.191], "e_tot_ha": -3034.87639, "relative_energy_ev": 0.210, "multiplicity": 5, "total_charge": 1}

***

# 3
{"formula": "C3H3NO2", "method": "wB97M-V/def2-TZVPD", "symbols": ["O", "C", "N", "C", "C", "O", "H", "H", "H"], "xyz": [[-1.7101, -1.0649, 1.3220], [-1.1117, -0.6194, 0.2136], [-1.1504, -0.5057, -1.0217], [1.4194, 0.8721, -0.6698], [1.7839, 0.8715, 0.4770], [-0.3535, -0.3201, 1.2546], [-1.9897, -0.9209, -1.4143], [1.0239, 0.8278, -1.6614], [2.0882, 0.8594, 1.5001]], "nbo_charge": [-0.2404, 0.7718, -0.7235, -0.2186, -0.2545, -0.2078, 0.3808, 0.2514, 0.2408], "homo_lumo_gap_ev": 10.146, "e_tot_ha": -321.12716, "relative_energy_ev": 6.816, "multiplicity": 1}

***

# 4
{"formula": "C4H7NO2", "method": "wB97M-V/def2-TZVPD", "symbols": ["C", "C", "C", "N", "C", "O", "O", "H", "H", "H", "H", "H", "H", "H"], "xyz": [[1.6281, 0.7093, -0.0974], [0.1507, 0.6727, -0.4256], [-0.3220, -0.7841, -0.6044], [-0.6381, -1.0684, 0.8057], [-1.4583, 0.0467, 1.0072], [-2.6270, 0.0516, 1.2730], [-0.7343, 1.1361, 0.6277], [1.8635, -0.0629, 0.6401], [1.9634, 1.6818, 0.2679], [2.1735, 0.4828, -1.0229], [-0.0783, 1.3256, -1.2728], [0.4198, -1.4685, -1.0089], [-1.2274, -0.7930, -1.2343], [-1.1136, -1.9298, 1.0446]], "nbo_charge": [-0.6348, 0.0877, -0.2530, -0.6626, 0.8822, -0.5712, -0.5031, 0.2230, 0.2260, 0.2139, 0.1948, 0.2144, 0.1880, 0.3947], "homo_lumo_gap_ev": 10.877, "e_tot_ha": -361.85287, "relative_energy_ev": 0.761, "multiplicity": 1}